Entry 1:
Entry from the OMol25 dataset: a structure of composition C14H36AuClIO4P3 (ωB97M-V/def2-TZVPD).

## Properties
- HOMO (spin up / spin down): -13.381 / -13.379 eV
- Kohn-Sham gap (spin up / spin down): 4.3 / 3.6 eV
- Total energy: -75457.6849 eV

Structure (ORCA input):
```
! RIJCOSX wB97M-V def2-TZVPD def2/J DEFGRID3
* xyz 2 3
C 0.12 1.19 -6.31
C 0.16 1.11 -4.78
H 0.12 2.29 -6.46
H -0.76 0.72 -6.70
H 0.98 0.71 -6.73
O 0.25 2.07 -4.09
I 0.20 -2.48 -4.76
Au 0.10 -0.58 -3.00
P 2.26 0.05 -1.76
C 2.32 1.46 -0.55
C 3.00 -1.43 -0.88
H 4.08 -1.30 -0.73
H 4.52 0.58 -2.73
H 2.81 -2.32 -1.49
H 3.44 -0.41 -3.80
H 1.71 1.17 0.32
H 2.53 -1.52 0.10
C 3.48 0.44 -3.09
H 3.35 1.72 -0.23
H 3.13 1.37 -3.58
H 1.86 2.32 -1.08
P -1.99 0.15 -1.61
C -1.97 1.67 -0.56
C -3.26 0.35 -2.91
H -2.33 -2.19 -0.93
H -3.71 -1.16 -0.41
H -2.20 -1.08 0.51
C -2.62 -1.20 -0.51
H -3.21 -0.55 -3.56
H -4.28 0.48 -2.50
H -3.02 2.02 -0.35
H -1.40 2.44 -1.16
H -2.99 1.26 -3.48
H -1.46 1.40 0.39
Cl 0.08 -3.14 -2.02
C -0.65 3.31 2.53
C 0.27 2.14 2.83
O -0.35 0.91 2.37
P 0.39 -0.49 3.02
O -0.94 -1.23 3.68
C -1.61 -0.75 4.85
C -0.69 -0.01 5.82
O 0.70 -1.38 1.63
C 0.23 -2.72 1.49
C 1.06 -3.76 2.19
H -0.87 3.44 1.47
H -0.16 4.23 2.89
H -1.61 3.24 3.08
H 1.25 2.33 2.33
H 0.46 2.12 3.92
H -2.46 -0.13 4.50
H -2.04 -1.65 5.33
H -0.59 1.04 5.49
H -1.22 0.00 6.78
H 0.31 -0.50 5.92
H -0.81 -2.81 1.81
H 0.20 -2.88 0.43
H 1.07 -3.56 3.27
H 0.67 -4.76 2.00
H 2.11 -3.74 1.82
*
```

Entry 2:
Entry from the OMol25 dataset: a structure of composition C7H22B4N2O11Si (ωB97M-V/def2-TZVPD).

## Properties
- HOMO: -9.662 eV
- Kohn-Sham gap: 9.5 eV
- Total energy: -43709.0715 eV

Structure (ORCA input):
```
! RIJCOSX wB97M-V def2-TZVPD def2/J DEFGRID3
* xyz 0 1
C 1.13 -2.05 1.06
Si 0.88 -0.88 -0.43
C 0.15 0.77 0.25
C -0.37 -1.64 -1.63
O 2.44 -0.67 -1.10
C 2.57 0.53 -1.85
C 3.45 1.63 -1.19
B 3.75 1.50 0.36
O 3.91 0.33 1.12
B 3.65 0.69 2.47
O 2.63 1.64 2.78
B 2.88 2.80 2.01
O 2.16 3.99 2.16
B 0.91 3.95 1.53
O -0.24 3.50 2.22
O 0.71 4.35 0.19
O 3.93 2.73 1.09
H 1.56 -1.44 1.86
H 1.84 -2.84 0.77
H 0.17 -2.52 1.33
H -0.01 1.50 -0.56
H 0.88 1.13 0.99
H -0.79 0.58 0.78
H -1.36 -1.50 -1.18
H -0.21 -2.73 -1.71
H -0.35 -1.12 -2.60
H 1.59 0.96 -2.11
H 3.03 0.26 -2.81
H 4.42 1.71 -1.72
H 2.93 2.60 -1.33
H 4.25 0.21 3.37
H -0.08 2.60 2.50
H 0.22 3.63 -0.19
C -3.72 -4.42 -0.54
N -2.42 -4.28 0.15
O -1.85 -5.29 0.51
O -2.01 -3.15 0.32
H -3.95 -5.48 -0.62
H -4.46 -3.90 0.04
H -3.61 -3.97 -1.53
C -4.83 1.07 -1.02
N -3.78 0.03 -0.89
O -2.81 0.29 -0.22
O -3.98 -1.02 -1.47
H -4.53 1.94 -0.46
H -4.93 1.30 -2.08
H -5.76 0.65 -0.63
*
```

Entry 3:
Entry from the OMol25 dataset: the molecule C9H19N3O3 (ωB97M-V/def2-TZVPD).

## Properties
- HOMO: -9.109 eV
- Kohn-Sham gap: 9.6 eV
- Total energy: -20252.2665 eV
- SMILES: C[C@H](NC(=O)[C@@H](N)CCCCN)C(=O)O
- Energy relative to the best compared isomer or geometry (same formula, charge and spin): 284.6 kJ/mol

Structure (ORCA input):
```
! RIJCOSX wB97M-V def2-TZVPD def2/J DEFGRID3
* xyz 0 1
C -0.02 -1.20 -0.44
C 0.85 -0.51 0.76
C -1.28 -1.82 0.24
C -2.12 -0.92 1.15
C -2.57 0.44 0.68
C -3.52 0.39 -0.54
C 2.56 1.10 -0.31
C 3.47 -0.07 -0.29
C 3.32 2.37 0.33
H 0.90 -2.86 -0.28
H 1.46 -1.99 -1.60
H -0.36 -0.53 -1.14
H -1.01 -2.75 0.80
H -1.97 -2.12 -0.53
H -1.55 -0.64 2.01
H -3.13 -1.25 1.63
H -1.67 0.95 0.54
H -3.03 0.90 1.56
H -3.10 -0.31 -1.40
H -4.40 0.03 -0.06
H -4.50 1.77 -1.64
H -3.14 2.23 -1.38
H 1.53 1.08 1.48
H 2.12 1.39 -1.24
H 4.43 2.48 0.14
H 3.13 2.28 1.35
H 2.91 3.35 -0.03
H 3.78 -1.73 -1.29
N 0.66 -2.28 -1.06
N -3.86 1.74 -0.81
N 1.35 0.77 0.53
O 1.11 -1.20 1.72
O 4.38 -0.23 0.48
O 3.26 -0.87 -1.36
*
```

Entry 4:
Entry from the OMol25 dataset: the molecule C4H11NS2 (ωB97M-V/def2-TZVPD).

## Properties
- HOMO: -8.707 eV
- Kohn-Sham gap: 9.4 eV
- Total energy: -27487.0508 eV
- SMILES: CCSSCCN
- Energy relative to the best compared isomer or geometry (same formula, charge and spin): 20.7 kJ/mol

Structure (ORCA input):
```
! RIJCOSX wB97M-V def2-TZVPD def2/J DEFGRID3
* xyz 0 1
N -3.16 -0.81 -0.23
C -2.23 0.15 -0.77
C -1.38 0.92 0.28
S -0.53 -0.13 1.50
S 0.70 -1.23 0.24
C 1.98 -0.01 -0.24
C 3.32 -0.33 0.41
H -2.64 -1.46 0.35
H -3.76 -0.34 0.45
H -2.72 0.97 -1.30
H -1.58 -0.35 -1.49
H -2.05 1.53 0.87
H -0.66 1.53 -0.29
H 1.55 0.96 -0.04
H 2.12 -0.12 -1.32
H 3.54 -1.37 0.24
H 4.14 0.17 -0.11
H 3.35 -0.08 1.46
*
```

Entry 5:
Entry from the OMol25 dataset: a cluster of 3 separate species, C3H12N4O in total (ωB97M-V/def2-TZVPD).

## Properties
- HOMO (spin up / spin down): -7.052 / -5.621 eV
- Kohn-Sham gap (spin up / spin down): 7.6 / 5.8 eV
- Total energy: -11309.2477 eV
- Energy relative to the best compared isomer or geometry (same formula, charge and spin): 498.1 kJ/mol

Structure (ORCA input):
```
! RIJCOSX wB97M-V def2-TZVPD def2/J DEFGRID3
* xyz 0 1
C -0.31 0.40 1.02
C -2.02 -0.50 -0.55
C 2.83 1.22 -0.76
N 0.20 1.04 0.01
N 0.18 -0.91 1.26
N -1.12 -0.93 -1.44
N -2.63 -1.38 0.28
O 2.18 1.30 0.45
H -0.03 2.03 0.04
H -0.83 0.87 1.86
H -2.50 0.45 -0.72
H 0.16 -1.14 2.24
H 1.15 -0.92 0.95
H -0.42 -0.21 -1.67
H -3.29 -0.99 0.93
H -0.66 -1.80 -1.20
H -1.99 -2.05 0.71
H 3.87 0.88 -0.62
H 2.87 2.17 -1.32
H 2.36 0.48 -1.45
*
```

Entry 6:
Entry from the OMol25 dataset: the ion C4H10NO3 with charge +1 (ωB97M-V/def2-TZVPD).

## Properties
- HOMO: -14.975 eV
- Kohn-Sham gap: 11.5 eV
- Total energy: -11936.4014 eV
- SMILES: [NH3+][C@H](CCO)C(=O)O
- Energy relative to the best compared isomer or geometry (same formula, charge and spin): 20.3 kJ/mol

Structure (ORCA input):
```
! RIJCOSX wB97M-V def2-TZVPD def2/J DEFGRID3
* xyz 1 1
O 2.06 -1.31 -1.78
C 1.60 -0.99 -0.73
O 1.85 -1.59 0.43
C 0.57 0.11 -0.58
C -0.82 -0.52 -0.41
C -1.94 0.43 -0.05
O -1.65 1.19 1.13
N 0.93 1.01 0.55
H 2.64 -2.16 0.47
H 0.63 0.65 -1.52
H -1.10 -1.03 -1.34
H -0.74 -1.31 0.35
H -2.11 1.19 -0.81
H -2.89 -0.10 -0.01
H -2.15 0.87 1.90
H 0.15 1.64 0.76
H 1.80 1.49 0.29
H 1.17 0.43 1.36
*
```

Entry 7:
Entry from the OMol25 dataset: a structure of composition C21H21CrF9N6O2S2 (ωB97M-V/def2-TZVPD).

## Properties
- HOMO (spin up / spin down): -5.570 / -7.705 eV
- Kohn-Sham gap (spin up / spin down): 5.7 / 7.8 eV
- Total energy: -109703.4928 eV

Structure (ORCA input):
```
! RIJCOSX wB97M-V def2-TZVPD def2/J DEFGRID3
* xyz 0 5
Cr -0.74 -0.69 0.21
N -0.82 -0.92 4.42
C -0.60 -0.14 3.37
N -0.81 -0.84 2.27
C -1.17 -2.09 2.73
N -1.18 -2.18 4.05
C -1.49 -3.07 1.74
C -1.93 -4.35 2.05
N -2.29 -5.24 1.14
C -2.17 -4.81 -0.15
C -1.75 -3.56 -0.50
N -1.41 -2.61 0.43
H -0.75 -0.69 5.39
H -0.32 0.90 3.43
H -2.00 -4.64 3.09
H -2.45 -5.51 -0.92
H -1.66 -3.27 -1.53
F -3.08 2.08 -1.55
C -2.24 2.82 -0.84
F -2.79 4.04 -0.71
F -1.11 2.98 -1.55
C -1.90 2.18 0.55
O -0.87 1.33 0.47
C -3.17 1.50 1.13
F -3.03 1.25 2.44
F -4.27 2.25 0.99
F -3.38 0.33 0.53
C -1.47 3.34 1.51
F -2.45 4.15 1.89
F -0.53 4.10 0.90
F -0.89 2.86 2.62
C 1.88 2.31 1.07
N 1.79 2.52 -0.40
C 2.92 3.35 -0.87
C 1.65 1.22 -1.23
C 2.20 0.03 -0.52
C 3.57 -0.22 -0.56
C 4.11 -1.32 0.09
C 3.25 -2.19 0.76
C 1.88 -1.94 0.78
C 1.32 -0.83 0.14
H 1.81 3.29 1.54
H 2.84 1.84 1.28
H 1.06 1.67 1.37
H 0.92 3.02 -0.57
H 3.84 2.82 -0.66
H 2.90 4.30 -0.33
H 2.82 3.52 -1.94
H 2.13 1.43 -2.18
H 0.59 1.10 -1.39
H 4.23 0.43 -1.13
H 5.17 -1.52 0.05
H 3.65 -3.07 1.25
H 1.25 -2.65 1.29
C -0.50 -1.57 -5.75
O -1.11 -1.28 -4.49
C -0.32 -1.08 -3.42
S 1.33 -1.12 -3.52
S -1.36 -0.68 -2.09
H -1.34 -1.74 -6.42
H 0.14 -2.44 -5.68
H 0.09 -0.71 -6.09
*
```

Entry 8:
Entry from the OMol25 dataset: a structure of composition C29H28N6O4V (ωB97M-V/def2-TZVPD).

## Properties
- HOMO (spin up / spin down): -10.570 / -10.861 eV
- Kohn-Sham gap (spin up / spin down): 7.3 / 7.3 eV
- Total energy: -73342.9370 eV

Structure (ORCA input):
```
! RIJCOSX wB97M-V def2-TZVPD def2/J DEFGRID3
* xyz 1 3
V 0.07 -0.20 0.19
O -2.65 2.34 2.21
C -1.84 1.42 1.69
O -1.76 1.22 0.48
C -1.09 0.60 2.64
C -1.32 0.55 4.02
C -0.71 -0.44 4.76
C 0.09 -1.38 4.11
C 0.31 -1.24 2.75
N -0.23 -0.25 2.03
C 0.96 -2.30 1.85
O 1.55 -3.24 2.33
O 0.74 -2.07 0.62
H -3.14 2.80 1.51
H -2.00 1.26 4.47
H -0.89 -0.52 5.82
H 0.53 -2.21 4.63
C -0.92 -0.98 -2.64
N 0.10 -0.09 -2.12
C 1.46 -0.28 -2.64
C 2.37 -0.58 -1.50
N 2.08 -0.28 -0.26
C 3.16 -0.64 0.51
C 3.39 -0.53 1.88
C 4.57 -1.06 2.37
C 5.49 -1.70 1.53
C 5.30 -1.78 0.17
C 4.13 -1.23 -0.33
N 3.60 -1.15 -1.60
C -1.51 -1.79 -1.53
N -1.58 -1.38 -0.29
C -2.21 -2.38 0.43
C -2.56 -2.50 1.77
C -3.15 -3.67 2.18
C -3.42 -4.71 1.29
C -3.12 -4.61 -0.05
C -2.52 -3.43 -0.47
N -2.07 -3.01 -1.70
H -0.51 -1.67 -3.39
H -1.73 -0.41 -3.12
H -0.18 0.88 -2.21
H 1.81 0.64 -3.13
H 1.49 -1.09 -3.37
H 2.67 -0.04 2.52
H 4.78 -1.01 3.42
H 6.38 -2.13 1.96
H 6.01 -2.26 -0.48
H 4.05 -1.47 -2.44
H -2.36 -1.70 2.48
H -3.42 -3.80 3.22
H -3.88 -5.62 1.66
H -3.31 -5.41 -0.75
H -2.13 -3.54 -2.56
C 0.60 4.99 1.07
C 1.45 4.19 0.07
C 1.19 4.69 -1.36
C 2.94 4.34 0.41
C 1.08 2.78 0.15
C 0.75 1.62 0.22
H 0.90 6.03 1.06
H 0.73 4.60 2.08
H -0.45 4.92 0.81
H 1.45 5.75 -1.43
H 0.15 4.57 -1.62
H 1.80 4.14 -2.07
H 3.23 5.39 0.38
H 3.55 3.79 -0.30
H 3.14 3.95 1.41
*
```

Entry 9:
Entry from the OMol25 dataset: a structure of composition C12H13ClN2O2Os (ωB97M-V/def2-TZVPD).

## Properties
- HOMO (spin up / spin down): -13.825 / -15.872 eV
- Kohn-Sham gap (spin up / spin down): 6.8 / 3.6 eV
- Total energy: -34697.8965 eV

Structure (ORCA input):
```
! RIJCOSX wB97M-V def2-TZVPD def2/J DEFGRID3
* xyz 2 5
Cl -2.28 1.48 -1.17
C 0.60 -1.55 -1.42
C 1.77 -0.79 -1.03
C 1.64 0.52 -1.60
H 2.63 -1.20 -0.53
C 0.39 0.63 -2.26
C -0.27 -0.66 -2.15
H -1.21 -0.98 -2.63
H 0.46 -2.63 -1.34
H 2.42 1.30 -1.60
C -0.12 1.83 -2.94
Os -0.33 -0.15 -0.05
C 0.27 -1.25 1.36
C -2.13 -0.52 0.46
O 0.70 -1.94 2.22
O -3.18 -0.78 0.88
H 0.33 2.71 -2.51
H -1.21 1.85 -2.79
H 0.16 1.84 -3.98
C 1.73 3.22 4.07
N 0.81 2.78 3.03
C -0.43 3.30 2.69
C -0.89 2.53 1.65
N 0.02 1.54 1.37
C 1.05 1.74 2.20
H 1.30 4.03 4.66
H 2.00 2.41 4.76
H 2.69 3.56 3.67
H -0.91 4.11 3.20
H -1.81 2.58 1.08
H 1.95 1.14 2.32
*
```

Entry 10:
Entry from the OMol25 dataset: the molecule C3H8N2OS (ωB97M-V/def2-TZVPD).

## Properties
- HOMO: -9.329 eV
- Kohn-Sham gap: 10.1 eV
- Total energy: -19099.8673 eV
- SMILES: N=S1(=N)CCCO1
- Energy relative to the best compared isomer or geometry (same formula, charge and spin): 447.2 kJ/mol

Structure (ORCA input):
```
! RIJCOSX wB97M-V def2-TZVPD def2/J DEFGRID3
* xyz 0 1
C 1.46 0.18 0.08
C 0.98 -1.24 0.46
C 0.29 0.91 -0.60
N -2.20 0.70 1.13
N -1.83 -0.07 -1.44
O -0.40 -1.08 0.70
S -1.25 0.11 0.02
H 1.95 0.81 0.93
H 2.28 0.26 -0.58
H 1.15 -1.90 -0.31
H 1.33 -1.66 1.31
H 0.32 2.01 -0.56
H 0.27 0.59 -1.62
H -1.59 0.67 1.96
H -2.76 -0.29 -1.46
*
```

Entry 11:
Entry from the OMol25 dataset: the molecule C9H17N2O2P (ωB97M-V/def2-TZVPD).

## Properties
- HOMO (spin up / spin down): -6.233 / -6.229 eV
- Kohn-Sham gap (spin up / spin down): 4.7 / 4.7 eV
- Total energy: -25966.3664 eV
- Energy relative to the best compared isomer or geometry (same formula, charge and spin): 550.0 kJ/mol

Structure (ORCA input):
```
! RIJCOSX wB97M-V def2-TZVPD def2/J DEFGRID3
* xyz 0 1
C -2.93 -1.49 -2.75
C -0.18 1.05 0.29
C -0.88 -0.67 -1.48
C -1.69 1.69 -1.31
C -1.74 -0.73 -2.66
C 2.43 1.14 1.46
C 0.40 0.36 3.01
C 1.93 -1.32 2.01
C 1.37 0.13 1.79
N -3.22 -1.70 -3.98
N -0.93 0.71 -0.81
O -0.22 2.12 0.87
O 0.53 0.00 0.65
P -1.40 -0.08 -4.29
H -3.44 -1.89 -1.71
H -1.00 -1.32 -0.69
H 0.15 -0.70 -1.66
H -1.33 2.71 -0.95
H -2.62 1.37 -1.82
H 1.95 2.00 1.20
H 3.11 1.29 2.23
H 3.17 0.66 0.79
H -0.39 -0.23 2.95
H 0.16 1.36 2.98
H 0.97 0.33 3.97
H 2.40 -1.54 1.14
H 2.44 -1.48 3.02
H 1.21 -2.07 2.12
H -3.94 -2.22 -4.43
H -0.37 0.90 -3.80
H -2.66 0.70 -4.40
*
```

Entry 12:
Entry from the OMol25 dataset: a structure of composition C11H12N (ωB97M-V/def2-TZVPD).

## Properties
- HOMO: -13.910 eV
- Kohn-Sham gap: 8.0 eV
- Total energy: -13075.3818 eV
- Energy relative to the best compared isomer or geometry (same formula, charge and spin): 882.9 kJ/mol

Structure (ORCA input):
```
! RIJCOSX wB97M-V def2-TZVPD def2/J DEFGRID3
* xyz 1 1
C 0.19 -0.88 1.14
C 0.59 0.48 0.82
C 1.62 -1.18 0.65
C 0.62 -0.78 -1.50
C -0.77 -0.56 -0.99
C -0.70 0.57 0.08
C -1.23 -0.78 0.48
C 2.01 0.17 0.43
C -1.69 1.72 0.14
C -2.59 -1.20 0.80
C 3.36 0.81 0.43
N 1.72 -0.91 -0.63
H 0.59 -1.69 -2.08
H 0.93 -0.01 -2.21
H -1.49 -0.41 -1.76
H -1.83 1.95 1.17
H -2.57 1.28 -0.39
H -1.27 2.50 -0.39
H -3.01 -1.19 -0.17
H -2.91 -0.63 1.55
H -2.65 -2.31 1.06
H 4.19 0.17 0.44
H 3.44 1.40 1.31
H 3.46 1.48 -0.39
*
```

Entry 13:
Entry from the OMol25 dataset: the molecule C17H12ClF3N4O3 (ωB97M-V/def2-TZVPD).

## Properties
- HOMO: -9.597 eV
- Kohn-Sham gap: 9.9 eV
- Total energy: -50604.0894 eV
- SMILES: O=C(N[C@@]1(C(F)(F)F)NC(=O)N(Cc2cccnc2)C1=O)c1ccccc1Cl
- Energy relative to the best compared isomer or geometry (same formula, charge and spin): 3.4 kJ/mol

Structure (ORCA input):
```
! RIJCOSX wB97M-V def2-TZVPD def2/J DEFGRID3
* xyz 0 1
O 1.27 -1.16 0.60
C 1.68 -0.11 1.04
N 1.09 1.08 0.68
H 1.48 1.96 1.00
C -0.05 1.08 -0.19
N 0.26 0.92 -1.58
C -0.26 -0.23 -2.12
O -0.11 -0.65 -3.23
N -1.03 -0.82 -1.11
C -0.96 -0.17 0.07
O -1.53 -0.41 1.10
C -1.78 -2.05 -1.32
C -3.21 -1.73 -1.67
C -4.15 -1.48 -0.68
C -5.44 -1.15 -1.06
C -5.74 -1.08 -2.41
N -4.84 -1.30 -3.36
C -3.61 -1.62 -3.00
H -2.91 -1.79 -3.80
H -6.73 -0.82 -2.76
H -6.21 -0.95 -0.32
H -3.88 -1.54 0.36
H -1.29 -2.59 -2.13
H -1.73 -2.62 -0.39
H 0.93 1.48 -2.08
C -0.84 2.37 0.05
F -0.13 3.44 -0.35
F -1.13 2.56 1.33
F -1.98 2.39 -0.64
C 2.80 0.04 2.00
C 4.02 -0.61 1.79
C 5.04 -0.49 2.71
C 4.85 0.26 3.86
C 3.64 0.90 4.08
C 2.63 0.80 3.15
H 1.67 1.28 3.33
H 3.49 1.48 4.98
H 5.65 0.34 4.58
H 5.98 -0.99 2.53
Cl 4.27 -1.52 0.35
*
```